# C18H26BF3NO14S

6 unconnected molecules or ions with the total composition C18H26BF3NO14S at a distorted geometry (ωB97M-V/def2-TZVPD, OMol25).

Frontier orbital gap, eV: 9.2
HOMO energy, eV: -7.9
Total charge: -1
Energy, eV: -68905.75293

The geometry in XYZ format:
```
64
Properties=species:S:1:pos:R:3:mulliken_charge:R:1
B 4.838 -17.099 -8.115 0.85
H 4.854 -16.080 -8.677 -0.37
H 5.416 -17.040 -7.103 -0.41
H 3.760 -17.474 -7.872 -0.13
H 5.343 -17.901 -8.793 -0.64
C 2.096 -15.863 -9.905 0.13
C 2.765 -16.066 -11.105 -0.31
C 2.054 -15.955 -12.287 -0.13
C 0.699 -15.704 -12.266 -0.14
C 0.053 -15.446 -11.063 -0.30
C 0.742 -15.502 -9.872 -0.78
N -0.041 -15.599 -13.519 0.97
O 0.512 -15.961 -14.533 -0.61
O -1.173 -15.160 -13.491 -0.61
H 2.613 -15.949 -8.962 0.18
H 3.824 -16.268 -11.145 0.30
H 2.518 -16.010 -13.264 0.45
H -1.006 -15.222 -11.077 0.42
H 0.258 -15.446 -8.908 0.40
O 9.196 -15.932 -4.270 -0.66
S 9.089 -15.499 -5.639 1.20
O 10.051 -14.604 -6.184 -0.64
O 9.075 -16.784 -6.609 -0.21
C 8.454 -17.995 -6.173 0.23
C 9.178 -19.228 -6.611 -1.56
C 7.415 -14.858 -5.909 -0.82
H 7.418 -17.976 -6.540 -0.20
H 8.358 -17.997 -5.082 0.59
H 10.144 -19.325 -6.107 0.40
H 9.376 -19.331 -7.677 0.28
H 8.568 -20.070 -6.275 0.39
H 6.732 -15.680 -5.714 0.11
H 7.351 -14.528 -6.943 0.18
H 7.301 -14.020 -5.226 0.55
C 7.119 -16.028 -10.494 -0.11
C 7.791 -17.132 -9.686 1.29
O 9.093 -16.595 -9.555 -0.35
C 9.325 -15.905 -10.721 0.51
O 10.380 -15.492 -11.053 -0.56
O 8.187 -15.781 -11.413 -0.41
F 7.830 -18.225 -10.517 -0.40
H 7.114 -15.130 -9.865 0.22
H 6.181 -16.270 -10.971 0.05
H 7.348 -17.390 -8.734 -0.38
C 3.180 -14.992 -6.028 -0.03
C 3.928 -14.100 -6.996 1.50
O 4.364 -13.037 -6.132 -0.43
C 3.694 -13.080 -4.966 0.54
O 3.816 -12.270 -4.099 -0.56
O 2.911 -14.150 -4.893 -0.39
F 3.130 -13.533 -7.942 -0.34
H 3.715 -15.911 -5.794 0.15
H 2.202 -15.308 -6.389 0.21
H 4.795 -14.556 -7.454 -0.60
C 4.054 -20.462 -9.080 -0.26
C 5.143 -20.535 -8.008 1.06
O 6.302 -20.840 -8.714 -0.34
C 6.055 -20.844 -10.053 0.65
O 6.879 -21.113 -10.860 -0.54
O 4.773 -20.557 -10.310 -0.36
F 4.790 -21.553 -7.138 -0.37
H 3.473 -19.544 -9.062 0.10
H 3.392 -21.324 -8.985 0.28
H 5.141 -19.609 -7.436 -0.26
```

# C18H26BIrNO7S

A molecular structure, C18H26BIrNO7S (ωB97M-V/def2-TZVPD, OMol25).

Frontier orbital gap, eV: 6.9
HOMO energy, eV: -4.3
Energy above the lowest of the compared OMol25 structures with the same formula, charge and spin, kJ/mol: 0.0
Total charge: -1
Energy, eV: -49267.73389

The geometry in XYZ format:
```
55
Properties=species:S:1:pos:R:3:mulliken_charge:R:1
Ir -0.897 1.602 0.867 1.74
O 1.886 -0.005 2.179 -0.64
C 0.907 -0.536 3.046 0.05
C 0.091 0.527 3.748 -1.00
N -1.008 1.102 2.923 -0.34
C -1.139 2.530 3.301 -0.73
C 0.136 3.274 2.780 0.67
O 0.614 4.152 3.472 -0.73
O 0.582 2.867 1.631 -0.77
C -2.222 0.270 3.021 -0.50
C -3.231 0.419 1.862 0.29
O -4.379 0.078 2.077 -0.74
O -2.773 0.835 0.724 -0.75
H 1.483 0.701 1.648 0.31
H 1.446 -1.109 3.804 0.50
H 0.238 -1.223 2.519 -0.24
H 0.756 1.334 4.055 0.49
H -0.364 0.113 4.656 0.40
H -1.228 2.669 4.381 0.30
H -2.036 2.947 2.829 0.46
H -2.730 0.401 3.980 0.47
H -1.887 -0.766 2.941 0.31
C -1.114 -3.481 -0.570 -2.05
C -0.110 -2.379 -0.280 1.79
C 1.036 -2.919 0.568 -2.08
O -0.773 -1.351 0.482 -0.34
B -0.308 -0.107 0.047 0.78
O 0.534 -0.265 -1.032 -0.31
C 0.383 -1.601 -1.537 1.44
C -0.658 -1.543 -2.648 -1.73
C 1.719 -2.056 -2.098 -1.97
H -1.409 -3.959 0.366 0.48
H -0.675 -4.242 -1.219 0.34
H -2.007 -3.081 -1.045 0.39
H 0.628 -3.336 1.490 0.47
H 1.734 -2.121 0.828 0.38
H 1.578 -3.710 0.047 0.38
H -1.607 -1.163 -2.265 0.29
H -0.821 -2.523 -3.102 0.37
H -0.306 -0.851 -3.412 0.40
H 2.512 -1.952 -1.358 0.38
H 1.970 -1.433 -2.957 0.44
H 1.670 -3.097 -2.425 0.35
S -1.149 2.722 -1.188 -0.56
C 0.074 2.325 -2.395 0.30
C -0.326 1.989 -3.687 -0.60
C 0.612 1.739 -4.681 -0.39
C 1.968 1.805 -4.398 -0.46
C 2.375 2.142 -3.110 -0.51
C 1.441 2.409 -2.125 -0.45
H -1.385 1.913 -3.898 0.38
H 0.277 1.477 -5.679 0.35
H 2.701 1.602 -5.169 0.36
H 3.432 2.200 -2.873 0.38
H 1.758 2.666 -1.121 0.45
```

# C18H26BrINO5PS

A single C18H26BrINO5PS molecule at a distorted geometry (ωB97M-V/def2-TZVPD, OMol25).

Frontier orbital gap, eV: 8.6
HOMO energy, eV: -8.8
Structure (SMILES): CCN[C@@H](OC)[C@@H](CCCI)O[C@](CC(=O)Br)(OC(=O)c1ccccc1)[PH2]=S
Energy above the lowest of the compared OMol25 structures with the same formula, charge and spin, kJ/mol: 0.0
Energy, eV: -129081.25654

The geometry in XYZ format:
```
54
Properties=species:S:1:pos:R:3:mulliken_charge:R:1
C 4.811 -1.553 -0.121 -1.19
C 4.056 -0.219 -0.390 -0.11
N 3.180 -0.254 -1.571 -0.24
C 1.764 -0.468 -1.224 -0.85
O 1.671 -1.405 -0.142 -0.35
C 1.571 -2.757 -0.558 -0.85
C 1.025 0.868 -0.887 -0.08
C 1.883 2.023 -1.469 -0.48
C 1.115 3.375 -1.423 -0.86
C 0.873 3.887 0.013 -0.85
I 2.599 4.963 0.720 0.00
O -0.239 1.008 -1.542 -0.21
C -1.275 0.200 -1.101 0.64
C -2.562 1.052 -1.194 -1.04
C -3.853 0.303 -0.922 0.35
O -3.968 -0.810 -0.511 -0.37
Br -5.508 1.331 -1.258 -0.19
O -1.071 -0.464 0.139 0.05
C -1.444 0.252 1.250 0.06
O -1.142 1.403 1.462 -0.64
C -2.239 -0.510 2.268 0.26
C -2.646 -1.812 2.088 0.26
C -3.378 -2.500 3.035 -1.09
C -3.689 -1.831 4.197 -0.19
C -3.271 -0.534 4.436 -0.78
C -2.553 0.116 3.464 -0.24
P -1.464 -1.205 -2.405 0.14
S -0.727 -0.714 -4.146 -0.39
H 4.284 -2.116 0.656 0.20
H 4.884 -2.123 -1.057 0.27
H 5.839 -1.362 0.204 0.40
H 4.851 0.510 -0.622 0.42
H 3.565 0.162 0.509 0.15
H 3.411 -1.066 -2.135 0.43
H 1.334 -0.937 -2.123 0.93
H 1.940 -2.941 -1.576 0.38
H 2.214 -3.346 0.114 0.29
H 0.545 -3.109 -0.387 0.19
H 1.005 1.060 0.192 0.15
H 2.091 1.856 -2.529 0.41
H 2.792 2.179 -0.883 0.10
H 0.162 3.335 -1.960 0.30
H 1.754 4.107 -1.933 0.53
H 0.618 3.080 0.705 0.32
H 0.040 4.594 0.045 0.44
H -2.618 1.407 -2.236 0.69
H -2.494 1.957 -0.580 0.52
H -2.411 -2.329 1.160 0.34
H -3.695 -3.515 2.822 0.41
H -4.284 -2.343 4.951 0.37
H -3.512 -0.026 5.364 0.41
H -2.205 1.134 3.622 0.44
H -0.816 -2.374 -1.942 0.01
H -2.817 -1.541 -2.591 0.15
```

# C18H26BrN3O3S

A single C18H26BrN3O3S molecule (ωB97M-V/def2-TZVPD, OMol25).

Frontier orbital gap, eV: 8.8
HOMO energy, eV: -8.2
Structure (SMILES): CCC(=O)N1CCc2cc(Br)cc(S(=O)(=O)NC[C@@H]3CCCN3CC)c21
Energy above the lowest of the compared OMol25 structures with the same formula, charge and spin, kJ/mol: 0.0
Energy, eV: -110578.86919

The geometry in XYZ format:
```
52
Properties=species:S:1:pos:R:3:mulliken_charge:R:1
C 4.115 0.607 -2.527 -1.36
H 5.123 0.716 -2.920 0.43
H 3.401 0.906 -3.290 0.32
H 3.935 -0.436 -2.279 0.27
C 3.933 1.457 -1.274 -0.47
C 2.528 1.285 -0.747 0.47
O 1.568 1.057 -1.453 -0.73
N 2.382 1.439 0.606 0.36
C 1.226 1.085 1.285 -0.23
C 0.387 0.013 1.047 -0.10
C -0.722 -0.150 1.862 -0.44
C -0.965 0.743 2.890 -0.38
C -0.079 1.776 3.191 -0.58
C 1.025 1.926 2.388 0.71
C 2.174 2.890 2.476 -0.80
H 1.852 3.892 2.182 0.30
H 2.588 2.948 3.481 0.39
C 3.182 2.303 1.467 -0.70
H 3.940 1.705 1.985 0.29
H 3.681 3.075 0.881 0.40
H -0.255 2.421 4.038 0.49
Br -2.508 0.519 3.968 -0.22
H -1.357 -1.007 1.702 0.59
S 0.850 -1.371 -0.024 1.34
O 2.275 -1.334 -0.185 -0.70
O 0.276 -2.524 0.608 -0.75
N 0.151 -1.231 -1.496 0.08
H 0.525 -0.464 -2.038 0.50
C -1.284 -1.346 -1.571 -1.43
H -1.572 -2.140 -0.880 0.55
H -1.780 -0.411 -1.273 0.25
C -1.707 -1.713 -3.006 0.33
N -1.276 -0.662 -3.918 0.25
C -2.229 0.368 -4.246 -0.68
C -3.417 -0.052 -5.124 -1.12
H -3.970 -0.868 -4.665 0.27
H -4.091 0.791 -5.252 0.42
H -3.080 -0.372 -6.107 0.29
H -1.678 1.167 -4.753 0.38
H -2.609 0.773 -3.304 0.29
C -0.523 -1.242 -5.013 -0.87
C 0.108 -2.481 -4.391 -0.43
H 0.419 -3.210 -5.137 0.45
H 0.965 -2.200 -3.781 0.09
C -1.016 -2.995 -3.493 -1.05
H -0.641 -3.586 -2.661 0.41
H -1.715 -3.601 -4.072 0.34
H 0.216 -0.520 -5.372 0.36
H -1.163 -1.533 -5.862 0.38
H -2.800 -1.834 -2.999 0.36
H 4.095 2.513 -1.512 0.33
H 4.647 1.158 -0.507 0.34
```

Question: Number 4 is which compound?
Answer: C18H26BrN3O3S

Question: frontier orbital gap of number 4 (C18H26BrN3O3S)?
Answer: 8.8 eV

Please write out number 1 again, unchanged.
# C18H26BF3NO14S

6 unconnected molecules or ions with the total composition C18H26BF3NO14S at a distorted geometry (ωB97M-V/def2-TZVPD, OMol25).

Frontier orbital gap, eV: 9.2
HOMO energy, eV: -7.9
Total charge: -1
Energy, eV: -68905.75293

The geometry in XYZ format:
```
64
Properties=species:S:1:pos:R:3:mulliken_charge:R:1
B 4.838 -17.099 -8.115 0.85
H 4.854 -16.080 -8.677 -0.37
H 5.416 -17.040 -7.103 -0.41
H 3.760 -17.474 -7.872 -0.13
H 5.343 -17.901 -8.793 -0.64
C 2.096 -15.863 -9.905 0.13
C 2.765 -16.066 -11.105 -0.31
C 2.054 -15.955 -12.287 -0.13
C 0.699 -15.704 -12.266 -0.14
C 0.053 -15.446 -11.063 -0.30
C 0.742 -15.502 -9.872 -0.78
N -0.041 -15.599 -13.519 0.97
O 0.512 -15.961 -14.533 -0.61
O -1.173 -15.160 -13.491 -0.61
H 2.613 -15.949 -8.962 0.18
H 3.824 -16.268 -11.145 0.30
H 2.518 -16.010 -13.264 0.45
H -1.006 -15.222 -11.077 0.42
H 0.258 -15.446 -8.908 0.40
O 9.196 -15.932 -4.270 -0.66
S 9.089 -15.499 -5.639 1.20
O 10.051 -14.604 -6.184 -0.64
O 9.075 -16.784 -6.609 -0.21
C 8.454 -17.995 -6.173 0.23
C 9.178 -19.228 -6.611 -1.56
C 7.415 -14.858 -5.909 -0.82
H 7.418 -17.976 -6.540 -0.20
H 8.358 -17.997 -5.082 0.59
H 10.144 -19.325 -6.107 0.40
H 9.376 -19.331 -7.677 0.28
H 8.568 -20.070 -6.275 0.39
H 6.732 -15.680 -5.714 0.11
H 7.351 -14.528 -6.943 0.18
H 7.301 -14.020 -5.226 0.55
C 7.119 -16.028 -10.494 -0.11
C 7.791 -17.132 -9.686 1.29
O 9.093 -16.595 -9.555 -0.35
C 9.325 -15.905 -10.721 0.51
O 10.380 -15.492 -11.053 -0.56
O 8.187 -15.781 -11.413 -0.41
F 7.830 -18.225 -10.517 -0.40
H 7.114 -15.130 -9.865 0.22
H 6.181 -16.270 -10.971 0.05
H 7.348 -17.390 -8.734 -0.38
C 3.180 -14.992 -6.028 -0.03
C 3.928 -14.100 -6.996 1.50
O 4.364 -13.037 -6.132 -0.43
C 3.694 -13.080 -4.966 0.54
O 3.816 -12.270 -4.099 -0.56
O 2.911 -14.150 -4.893 -0.39
F 3.130 -13.533 -7.942 -0.34
H 3.715 -15.911 -5.794 0.15
H 2.202 -15.308 -6.389 0.21
H 4.795 -14.556 -7.454 -0.60
C 4.054 -20.462 -9.080 -0.26
C 5.143 -20.535 -8.008 1.06
O 6.302 -20.840 -8.714 -0.34
C 6.055 -20.844 -10.053 0.65
O 6.879 -21.113 -10.860 -0.54
O 4.773 -20.557 -10.310 -0.36
F 4.790 -21.553 -7.138 -0.37
H 3.473 -19.544 -9.062 0.10
H 3.392 -21.324 -8.985 0.28
H 5.141 -19.609 -7.436 -0.26
```

Repeat the second record exactly.
# C18H26BIrNO7S

A molecular structure, C18H26BIrNO7S (ωB97M-V/def2-TZVPD, OMol25).

Frontier orbital gap, eV: 6.9
HOMO energy, eV: -4.3
Energy above the lowest of the compared OMol25 structures with the same formula, charge and spin, kJ/mol: 0.0
Total charge: -1
Energy, eV: -49267.73389

The geometry in XYZ format:
```
55
Properties=species:S:1:pos:R:3:mulliken_charge:R:1
Ir -0.897 1.602 0.867 1.74
O 1.886 -0.005 2.179 -0.64
C 0.907 -0.536 3.046 0.05
C 0.091 0.527 3.748 -1.00
N -1.008 1.102 2.923 -0.34
C -1.139 2.530 3.301 -0.73
C 0.136 3.274 2.780 0.67
O 0.614 4.152 3.472 -0.73
O 0.582 2.867 1.631 -0.77
C -2.222 0.270 3.021 -0.50
C -3.231 0.419 1.862 0.29
O -4.379 0.078 2.077 -0.74
O -2.773 0.835 0.724 -0.75
H 1.483 0.701 1.648 0.31
H 1.446 -1.109 3.804 0.50
H 0.238 -1.223 2.519 -0.24
H 0.756 1.334 4.055 0.49
H -0.364 0.113 4.656 0.40
H -1.228 2.669 4.381 0.30
H -2.036 2.947 2.829 0.46
H -2.730 0.401 3.980 0.47
H -1.887 -0.766 2.941 0.31
C -1.114 -3.481 -0.570 -2.05
C -0.110 -2.379 -0.280 1.79
C 1.036 -2.919 0.568 -2.08
O -0.773 -1.351 0.482 -0.34
B -0.308 -0.107 0.047 0.78
O 0.534 -0.265 -1.032 -0.31
C 0.383 -1.601 -1.537 1.44
C -0.658 -1.543 -2.648 -1.73
C 1.719 -2.056 -2.098 -1.97
H -1.409 -3.959 0.366 0.48
H -0.675 -4.242 -1.219 0.34
H -2.007 -3.081 -1.045 0.39
H 0.628 -3.336 1.490 0.47
H 1.734 -2.121 0.828 0.38
H 1.578 -3.710 0.047 0.38
H -1.607 -1.163 -2.265 0.29
H -0.821 -2.523 -3.102 0.37
H -0.306 -0.851 -3.412 0.40
H 2.512 -1.952 -1.358 0.38
H 1.970 -1.433 -2.957 0.44
H 1.670 -3.097 -2.425 0.35
S -1.149 2.722 -1.188 -0.56
C 0.074 2.325 -2.395 0.30
C -0.326 1.989 -3.687 -0.60
C 0.612 1.739 -4.681 -0.39
C 1.968 1.805 -4.398 -0.46
C 2.375 2.142 -3.110 -0.51
C 1.441 2.409 -2.125 -0.45
H -1.385 1.913 -3.898 0.38
H 0.277 1.477 -5.679 0.35
H 2.701 1.602 -5.169 0.36
H 3.432 2.200 -2.873 0.38
H 1.758 2.666 -1.121 0.45
```